# C21H54NO8PdS7

A molecular structure, C21H54NO8PdS7 at a distorted geometry (ωB97M-V with the def2-TZVPD basis set, OMol25).

Last column: Löwdin charge in e.
CARTESIAN COORDINATES (ANGSTROEM)
Pd: -4.293 10.827 7.590  0.95
C: -4.807 6.734 8.699  -0.04
C: -3.723 7.346 7.738  -0.52
C: -3.788 6.914 6.209  -0.02
O: -3.691 8.724 7.884  -0.27
H: -4.698 6.975 9.757  0.06
H: -4.887 5.649 8.624  0.07
H: -5.817 7.091 8.497  0.03
H: -2.821 6.859 8.108  0.10
H: -2.861 7.277 5.765  0.06
H: -4.732 7.097 5.697  0.07
H: -3.578 5.849 6.305  0.05
C: -8.164 11.599 5.436  -0.19
S: -6.503 10.876 5.134  0.92
O: -6.129 10.463 6.581  -0.66
C: -6.937 9.421 4.179  -0.26
H: -8.704 11.285 4.543  0.05
H: -8.003 12.659 5.634  0.06
H: -8.608 11.154 6.326  0.04
H: -6.773 9.723 3.145  0.05
H: -7.943 9.005 4.239  0.04
H: -6.237 8.598 4.327  0.05
C: -6.781 12.027 11.454  -0.22
S: -6.190 10.731 10.293  0.93
O: -5.538 11.462 9.116  -0.66
C: -5.015 9.858 11.413  -0.22
H: -7.579 11.596 12.060  0.06
H: -7.221 12.885 10.946  0.06
H: -5.933 12.423 12.012  0.06
H: -4.144 10.430 11.733  0.07
H: -4.674 8.977 10.871  0.02
H: -5.530 9.542 12.321  0.06
C: -0.468 2.112 10.052  -0.26
S: -2.289 2.490 10.168  0.83
O: -2.915 1.982 11.451  -0.57
C: -1.908 4.352 10.677  -0.21
H: 0.157 2.908 9.647  0.04
H: -0.361 1.372 9.259  0.03
H: -0.082 1.723 10.994  0.06
H: -2.915 4.753 10.795  0.01
H: -1.468 4.909 9.850  0.02
H: -1.320 4.428 11.591  0.06
C: -9.879 7.207 5.949  -0.25
S: -8.655 8.020 7.077  0.84
O: -9.381 9.166 7.827  -0.58
C: -8.342 6.546 8.212  -0.24
H: -10.799 6.878 6.432  0.06
H: -9.349 6.321 5.599  0.05
H: -10.230 7.874 5.162  0.04
H: -7.645 5.880 7.704  0.04
H: -9.154 5.898 8.543  0.06
H: -7.785 6.960 9.053  0.03
C: -2.655 3.360 4.036  -0.27
S: -4.474 3.243 4.313  0.81
O: -5.012 2.201 3.346  -0.56
C: -4.368 2.389 5.972  -0.24
H: -2.311 3.551 3.020  0.05
H: -2.122 2.425 4.207  0.05
H: -2.190 4.013 4.776  0.03
H: -5.421 2.247 6.217  0.04
H: -3.784 2.825 6.784  0.04
H: -4.052 1.392 5.665  0.05
C: -1.793 9.930 3.706  -0.19
S: -1.757 10.641 5.470  0.91
O: -3.162 11.185 5.779  -0.67
C: -0.899 12.172 4.986  -0.24
H: -1.759 8.841 3.735  0.04
H: -0.867 10.202 3.198  0.05
H: -2.618 10.303 3.099  0.06
H: -0.880 12.880 5.815  0.06
H: -1.329 12.607 4.084  0.07
H: 0.120 11.865 4.754  0.05
C: 1.803 8.225 6.433  -0.29
S: 1.456 7.469 7.995  0.85
O: 2.270 8.327 8.991  -0.58
C: -0.204 8.270 8.388  -0.24
H: 2.859 8.134 6.177  0.06
H: 1.620 9.281 6.634  0.04
H: 1.044 7.956 5.699  0.05
H: -0.044 9.307 8.683  0.06
H: -0.592 7.748 9.262  0.04
H: -0.998 8.063 7.670  0.01
N: -7.872 3.628 11.942  0.00
C: -6.521 3.797 11.903  -0.12
C: -6.044 3.231 10.683  -0.14
C: -7.106 2.784 9.990  -0.14
C: -8.286 3.043 10.736  -0.10
H: -8.489 3.918 12.687  0.15
H: -5.920 4.180 12.714  0.10
H: -5.033 3.263 10.305  0.05
H: -7.047 2.382 8.989  0.09
H: -9.342 2.878 10.581  0.10

- 2S+1: 3
- LUMO energy (alpha / beta): -2.12 / -4.04 eV
- Total charge: +1
- ΔE to the lowest compared entry with this formula, charge and spin: 19.03 kcal per mole

# C21H55ClN5O7

6 unconnected molecules or ions with the total composition C21H55ClN5O7 at a distorted geometry (ωB97M-V with the def2-TZVPD basis set, OMol25).

Last column: Löwdin charge in e.
CARTESIAN COORDINATES (ANGSTROEM)
O: 1.178 0.082 -2.163  -0.14
C: 0.797 1.299 -2.159  -0.89
O: 1.703 2.343 -2.156  -0.24
Cl: -1.039 1.620 -2.157  0.47
C: 0.995 5.398 -1.726  -0.08
C: 0.012 6.172 -2.601  -0.42
C: 0.172 7.705 -2.505  -0.21
O: -0.349 8.282 -1.310  -0.20
C: 0.500 8.159 -0.181  -0.11
N: -1.356 5.753 -2.269  0.04
H: 0.707 5.392 -0.672  0.07
H: 1.041 4.350 -2.045  0.04
H: 2.003 5.814 -1.805  0.07
H: 0.213 5.889 -3.640  0.14
H: -0.404 8.154 -3.322  0.11
H: 1.215 8.010 -2.658  0.11
H: 1.558 8.227 -0.450  0.09
H: 0.297 7.223 0.343  0.07
H: 0.266 8.975 0.507  0.08
H: -2.001 6.191 -2.925  0.07
H: -1.596 6.181 -1.374  0.07
C: 5.189 2.439 1.698  -0.08
C: 4.205 3.210 0.821  -0.42
C: 4.365 4.743 0.911  -0.20
O: 3.845 5.324 2.105  -0.20
C: 4.693 5.206 3.233  -0.12
N: 2.840 2.791 1.154  0.06
H: 4.902 2.436 2.751  0.06
H: 5.233 1.393 1.382  0.08
H: 6.197 2.855 1.618  0.07
H: 4.405 2.923 -0.217  0.14
H: 3.788 5.188 0.094  0.11
H: 5.408 5.048 0.756  0.11
H: 5.751 5.274 2.963  0.09
H: 4.491 4.273 3.761  0.07
H: 4.459 6.026 3.918  0.08
H: 2.195 3.226 0.495  0.06
H: 2.599 3.221 2.049  0.07
C: -1.237 -4.398 -3.300  -0.08
C: -0.561 -3.052 -3.046  -0.42
C: -1.450 -1.839 -3.383  -0.20
O: -1.583 -1.572 -4.779  -0.18
C: -2.521 -2.395 -5.447  -0.12
N: 0.708 -3.009 -3.781  0.04
H: -1.255 -4.670 -4.358  0.06
H: -0.695 -5.195 -2.781  0.07
H: -2.266 -4.398 -2.928  0.06
H: -0.337 -3.003 -1.975  0.13
H: -0.972 -0.952 -2.958  0.06
H: -2.437 -1.917 -2.910  0.12
H: -3.380 -2.640 -4.814  0.08
H: -2.036 -3.305 -5.805  0.07
H: -2.883 -1.851 -6.323  0.08
H: 1.203 -2.156 -3.524  0.06
H: 0.483 -2.869 -4.767  0.07
C: -3.252 -7.503 1.182  -0.08
C: -2.579 -6.154 1.429  -0.43
C: -3.473 -4.944 1.089  -0.20
O: -3.611 -4.684 -0.303  -0.19
C: -4.547 -5.514 -0.967  -0.11
N: -1.313 -6.112 0.688  0.05
H: -3.272 -7.777 0.126  0.06
H: -2.706 -8.296 1.702  0.07
H: -4.279 -7.505 1.558  0.07
H: -2.351 -6.099 2.499  0.13
H: -2.999 -4.050 1.507  0.12
H: -4.458 -5.024 1.567  0.12
H: -5.405 -5.760 -0.332  0.09
H: -4.060 -6.424 -1.323  0.07
H: -4.912 -4.975 -1.845  0.09
H: -0.817 -5.257 0.937  0.06
H: -1.542 -5.978 -0.298  0.06
C: -0.049 -0.607 4.505  -0.07
C: -0.654 -1.956 4.888  -0.43
C: 0.107 -3.164 4.302  -0.21
O: -0.122 -3.391 2.916  -0.21
C: 0.626 -2.547 2.050  -0.09
N: -2.070 -1.971 4.499  0.04
H: -0.298 -0.308 3.486  0.07
H: -0.431 0.177 5.165  0.07
H: 1.040 -0.623 4.601  0.08
H: -0.598 -2.035 5.979  0.13
H: -0.255 -4.066 4.809  0.12
H: 1.182 -3.103 4.511  0.12
H: 1.619 -2.323 2.449  0.09
H: 0.075 -1.627 1.851  0.08
H: 0.748 -3.066 1.096  0.08
H: -2.496 -2.827 4.850  0.07
H: -2.105 -2.083 3.485  0.07

- 2S+1: 1
- LUMO energy: 2.44 eV
- Total charge: -1

# C21H55NO7

7 unconnected molecules or ions with the total composition C21H55NO7 at a distorted geometry (ωB97M-V with the def2-TZVPD basis set, OMol25).

Last column: Löwdin charge in e.
CARTESIAN COORDINATES (ANGSTROEM)
C: 3.162 3.582 3.817  -0.07
C: 2.401 2.728 4.889  -0.30
O: 3.385 2.407 5.866  -0.08
H: 2.562 3.616 2.907  0.06
H: 4.136 3.199 3.514  0.07
H: 3.318 4.522 4.345  0.07
H: 2.116 1.806 4.382  0.08
H: 1.538 3.282 5.260  0.11
H: 3.013 1.724 6.428  0.08
C: 1.505 4.437 -1.992  -0.07
C: 1.101 5.159 -3.312  -0.29
O: -0.225 5.726 -3.335  -0.08
H: 0.844 3.586 -1.829  0.05
H: 1.537 5.013 -1.067  0.08
H: 2.457 3.915 -2.089  0.06
H: 1.254 4.449 -4.125  0.10
H: 1.837 5.937 -3.516  0.10
H: -0.400 6.316 -4.071  0.08
C: 5.507 2.980 -1.115  -0.09
C: 4.538 3.382 0.029  -0.29
O: 3.682 2.266 0.142  -0.10
H: 6.372 2.460 -0.704  0.07
H: 5.849 3.854 -1.669  0.07
H: 5.112 2.428 -1.968  0.07
H: 3.997 4.277 -0.278  0.10
H: 5.215 3.612 0.852  0.11
H: 4.228 1.549 0.472  0.09
C: 0.856 -0.092 -0.211  -0.08
C: 0.115 1.092 0.393  -0.34
O: 0.940 1.602 1.344  -0.05
H: 1.030 -0.788 0.609  0.04
H: 1.888 0.042 -0.535  0.08
H: 0.274 -0.477 -1.048  0.06
H: -0.805 0.627 0.748  0.11
H: -0.129 1.791 -0.407  0.10
H: 1.743 2.054 1.075  0.06
C: 2.499 -1.412 3.725  -0.05
C: 1.313 -2.132 3.002  -0.33
O: 0.243 -1.240 3.009  -0.09
H: 2.089 -0.852 4.565  0.07
H: 2.991 -0.602 3.186  0.07
H: 3.190 -2.163 4.108  0.07
H: 0.873 -3.012 3.471  0.11
H: 1.621 -2.425 1.998  0.09
H: 0.512 -0.453 2.531  0.04
C: -4.952 3.533 -0.849  -0.08
C: -3.728 2.732 -1.313  -0.32
O: -3.736 1.481 -0.649  -0.09
H: -5.235 4.401 -1.444  0.08
H: -4.865 3.820 0.199  0.08
H: -5.820 2.894 -1.006  0.07
H: -2.889 3.369 -1.032  0.11
H: -3.758 2.610 -2.396  0.11
H: -2.814 1.226 -0.572  0.05
C: -2.483 -2.213 -2.686  0.01
C: -3.056 -2.998 -1.487  -0.45
C: -3.644 -4.346 -2.081  -0.10
C: -2.596 -5.413 -2.356  -0.21
C: -1.806 -5.725 -1.111  -0.12
C: -1.174 -4.418 -0.474  -0.40
N: -2.098 -3.267 -0.425  0.09
O: -1.548 -2.082 0.024  0.10
C: -0.873 -4.824 1.002  0.00
C: 0.178 -4.169 -1.208  0.01
C: -4.215 -2.217 -0.889  0.00
H: -2.052 -1.237 -2.466  0.09
H: -3.266 -1.944 -3.395  0.11
H: -1.695 -2.772 -3.190  0.09
H: -4.251 -4.815 -1.307  0.13
H: -4.241 -4.177 -2.978  0.13
H: -1.944 -5.087 -3.166  0.11
H: -3.032 -6.323 -2.767  0.13
H: -1.086 -6.363 -1.624  0.14
H: -2.507 -6.205 -0.428  0.13
H: -0.292 -4.082 1.549  0.07
H: -1.795 -4.985 1.561  0.10
H: -0.324 -5.763 1.067  0.11
H: 0.134 -4.184 -2.297  0.09
H: 0.597 -3.196 -0.950  0.08
H: 0.927 -4.916 -0.945  0.11
H: -4.414 -2.671 0.082  0.10
H: -5.103 -2.154 -1.517  0.11
H: -3.992 -1.153 -0.811  0.07
H: -1.836 -2.141 0.938  0.15

- 2S+1: 2
- LUMO energy (alpha / beta): -2.16 / -6.91 eV
- Total charge: +1
- ΔE to the lowest compared entry with this formula, charge and spin: 0.00 kcal per mole

# C21H56B2F14N7O7P

10 unconnected molecules or ions with the total composition C21H56B2F14N7O7P at a distorted geometry (ωB97M-V with the def2-TZVPD basis set, OMol25).

Last column: Löwdin charge in e.
CARTESIAN COORDINATES (ANGSTROEM)
C: -3.269 -1.951 -2.143  0.03
C: -4.174 -3.152 -2.009  -0.40
O: -3.839 -4.272 -1.829  0.19
N: -5.655 -2.980 -2.261  0.10
H: -6.037 -3.925 -2.147  0.19
H: -5.991 -2.368 -1.513  0.19
C: -6.004 -2.423 -3.642  0.06
H: -3.223 -1.290 -1.283  0.09
H: -3.515 -1.460 -3.083  0.09
H: -2.293 -2.409 -2.296  0.10
H: -7.073 -2.223 -3.651  0.12
H: -5.645 -3.089 -4.418  0.13
H: -5.551 -1.437 -3.709  0.09
C: -3.154 -4.639 2.020  0.05
C: -2.162 -3.636 1.550  -0.38
O: -2.263 -2.859 0.659  0.16
N: -0.768 -3.824 2.171  0.09
H: -0.849 -3.874 3.194  0.19
H: -0.545 -4.782 1.876  0.20
C: 0.194 -2.664 1.997  0.05
H: -2.730 -5.645 1.961  0.12
H: -4.003 -4.665 1.342  0.10
H: -3.437 -4.382 3.042  0.12
H: 0.205 -2.494 0.925  0.09
H: 1.129 -2.920 2.491  0.11
H: -0.276 -1.817 2.489  0.10
C: 1.238 -1.986 -4.124  0.04
C: 2.458 -1.814 -3.299  -0.39
O: 2.943 -0.825 -2.920  0.21
N: 3.280 -3.088 -3.054  0.10
H: 2.851 -3.836 -3.607  0.18
H: 4.214 -2.990 -3.470  0.20
C: 3.397 -3.469 -1.611  0.03
H: 0.793 -1.002 -4.287  0.08
H: 0.522 -2.683 -3.688  0.10
H: 1.499 -2.315 -5.135  0.12
H: 4.047 -2.836 -1.010  0.10
H: 3.752 -4.488 -1.478  0.11
H: 2.383 -3.361 -1.226  0.10
C: 6.298 0.992 -2.056  0.04
C: 5.475 1.795 -1.111  -0.38
O: 5.854 2.818 -0.673  0.20
N: 4.155 1.192 -0.641  0.14
H: 3.568 0.913 -1.433  0.15
H: 4.338 0.451 0.042  0.12
C: 3.345 2.257 0.015  -0.02
H: 5.740 0.889 -2.994  0.10
H: 6.640 0.062 -1.603  0.10
H: 7.152 1.592 -2.360  0.11
H: 2.861 2.890 -0.726  0.11
H: 3.931 2.914 0.652  0.09
H: 2.498 1.856 0.565  0.07
C: -0.578 3.692 -0.671  0.05
C: -1.745 3.092 -1.412  -0.38
O: -2.839 3.526 -1.391  0.18
N: -1.433 2.096 -2.487  0.11
H: -0.679 2.419 -3.110  0.15
H: -1.122 1.178 -2.144  0.13
C: -2.523 1.862 -3.511  0.03
H: -0.262 2.967 0.086  0.07
H: -0.886 4.584 -0.135  0.10
H: 0.261 3.814 -1.356  0.10
H: -2.206 1.201 -4.309  0.11
H: -2.816 2.836 -3.897  0.12
H: -3.387 1.522 -2.940  0.08
C: -6.290 1.930 3.839  0.05
C: -4.935 2.094 3.223  -0.37
O: -4.563 3.049 2.645  0.21
N: -3.814 1.041 3.422  0.09
H: -3.309 1.247 4.288  0.19
H: -4.203 0.104 3.548  0.17
C: -2.782 0.949 2.313  0.02
H: -6.243 1.467 4.829  0.11
H: -6.895 1.251 3.234  0.11
H: -6.699 2.931 3.929  0.12
H: -2.150 0.091 2.549  0.08
H: -2.081 1.775 2.353  0.10
H: -3.275 0.739 1.372  0.11
C: 2.070 1.094 4.763  0.04
C: 1.580 2.102 3.767  -0.38
O: 0.757 1.906 2.922  0.13
N: 2.239 3.482 3.798  0.11
H: 2.884 3.380 4.588  0.17
H: 2.757 3.626 2.929  0.18
C: 1.286 4.603 4.228  0.06
H: 3.155 0.991 4.666  0.10
H: 1.742 0.090 4.496  0.09
H: 1.576 1.357 5.702  0.12
H: 0.303 4.425 3.807  0.10
H: 1.713 5.491 3.768  0.11
H: 1.340 4.654 5.309  0.12
P: 4.309 -1.236 2.386  0.20
F: 4.007 -2.821 2.311  -0.15
F: 3.850 -1.335 3.967  -0.18
F: 5.787 -1.521 2.945  -0.12
F: 4.668 0.370 2.457  -0.18
F: 4.750 -1.193 0.833  -0.16
F: 2.789 -0.754 2.036  -0.18
B: 1.464 2.408 -4.714  -1.23
F: 2.747 2.484 -5.233  0.14
F: 0.788 1.141 -4.872  0.05
F: 1.487 2.778 -3.364  0.09
F: 0.601 3.303 -5.387  0.09
B: 0.491 0.239 -0.595  -1.29
F: -0.472 -0.435 -1.426  0.07
F: -0.119 0.415 0.670  0.09
F: 1.553 -0.643 -0.406  0.12
F: 1.043 1.395 -1.119  0.13

- 2S+1: 1
- LUMO energy: -10.07 eV
- Total charge: +4
- ΔE to the lowest compared entry with this formula, charge and spin: 57.89 kcal per mole

# C21H56ClO8P

8 unconnected molecules or ions with the total composition C21H56ClO8P at a distorted geometry (ωB97M-V with the def2-TZVPD basis set, OMol25).

Last column: Löwdin charge in e.
CARTESIAN COORDINATES (ANGSTROEM)
C: -4.918 0.233 3.714  -0.09
C: -4.271 -0.441 2.497  -0.25
C: -2.881 -0.981 2.814  -0.25
C: -1.871 0.184 2.905  -0.58
C: -0.971 0.099 4.123  -0.12
P: -0.881 0.346 1.354  1.00
C: -1.361 2.078 0.818  -0.36
C: -0.796 2.993 1.846  -0.82
O: 0.391 3.250 1.980  0.00
Cl: -1.954 3.741 2.981  0.74
H: -4.663 1.279 3.744  0.06
H: -4.575 -0.258 4.613  0.07
H: -5.992 0.118 3.673  0.07
H: -4.901 -1.233 2.119  0.10
H: -4.177 0.299 1.711  0.09
H: -2.580 -1.685 2.058  0.07
H: -2.913 -1.452 3.789  0.10
H: -2.459 1.086 3.013  0.05
H: -1.582 0.272 5.000  0.08
H: -0.493 -0.864 4.214  0.07
H: -0.239 0.893 4.112  0.06
H: -1.504 -0.458 0.376  -0.04
H: -2.438 2.138 0.840  0.03
H: -0.954 2.322 -0.149  0.09
C: -5.236 3.396 -1.191  -0.09
C: -5.620 3.240 0.269  -0.30
O: -4.470 3.204 1.113  -0.14
H: -4.585 2.579 -1.505  0.06
H: -6.121 3.403 -1.830  0.07
H: -4.687 4.328 -1.348  0.08
H: -6.149 2.302 0.427  0.11
H: -6.275 4.058 0.587  0.11
H: -3.992 4.031 1.002  0.05
C: 2.392 -2.015 0.405  -0.10
C: 3.071 -1.261 -0.722  -0.32
O: 2.167 -0.342 -1.339  -0.10
H: 1.520 -2.554 0.033  0.07
H: 3.073 -2.730 0.873  0.07
H: 2.042 -1.316 1.167  0.05
H: 3.404 -1.946 -1.501  0.10
H: 3.946 -0.718 -0.353  0.10
H: 1.876 0.271 -0.658  0.06
C: 2.652 5.816 4.858  -0.09
C: 1.346 5.224 5.359  -0.32
O: 0.286 5.411 4.429  -0.13
H: 2.532 6.882 4.660  0.07
H: 3.452 5.683 5.589  0.07
H: 2.956 5.339 3.924  0.07
H: 1.036 5.712 6.282  0.11
H: 1.468 4.154 5.563  0.11
H: 0.534 4.968 3.610  0.03
C: 6.356 -1.434 -3.305  -0.09
C: 6.943 -0.381 -2.385  -0.31
O: 6.713 -0.683 -1.008  -0.09
H: 5.282 -1.526 -3.133  0.07
H: 6.524 -1.184 -4.350  0.07
H: 6.805 -2.410 -3.114  0.07
H: 6.480 0.587 -2.567  0.11
H: 8.020 -0.283 -2.557  0.11
H: 7.127 -1.530 -0.822  0.08
C: -2.375 -5.983 2.743  -0.09
C: -1.316 -5.054 2.176  -0.31
O: -1.374 -3.759 2.771  -0.10
H: -3.369 -5.561 2.593  0.07
H: -2.334 -6.963 2.267  0.07
H: -2.234 -6.117 3.819  0.07
H: -1.469 -4.909 1.108  0.11
H: -0.317 -5.479 2.322  0.11
H: -1.227 -3.864 3.715  0.08
C: 6.929 -5.443 -6.726  -0.09
C: 6.331 -4.219 -6.057  -0.32
O: 7.304 -3.197 -5.851  -0.09
H: 7.746 -5.842 -6.125  0.08
H: 6.178 -6.224 -6.858  0.07
H: 7.336 -5.187 -7.706  0.07
H: 5.941 -4.473 -5.073  0.11
H: 5.505 -3.821 -6.657  0.11
H: 7.653 -2.946 -6.710  0.08
C: -4.315 1.856 -6.062  -0.09
C: -4.691 1.717 -4.598  -0.33
O: -3.528 1.703 -3.772  -0.09
H: -3.663 1.037 -6.364  0.08
H: -5.201 1.853 -6.699  0.07
H: -3.772 2.789 -6.234  0.07
H: -5.217 0.780 -4.426  0.11
H: -5.346 2.539 -4.287  0.10
H: -3.064 2.532 -3.912  0.08

- 2S+1: 1
- Structure (SMILES): CCC[C@@H](C)PCC(=O)Cl.CCO.CCO.CCO.CCO.CCO.CCO.CCO
- LUMO energy: 0.61 eV
- Total charge: 0

Q: The highest 2S+1 belongs to which entry?
A: C21H54NO8PdS7

Q: The lowest total charge belongs to which entry?
A: C21H55ClN5O7

Q: Among the records above, which one has the highest total charge?
A: C21H56B2F14N7O7P

Q: Look up the 2S+1 of the fourth one.
A: 1